{"formula": "C38H60O28S", "method": "ωB97M-V/def2-TZVPD", "species": ["C", "C", "C", "O", "C", "O", "O", "H", "H", "H", "H", "H", "H", "C", "C", "C", "O", "C", "O", "O", "H", "H", "H", "H", "H", "H", "C", "C", "C", "O", "C", "O", "O", "H", "H", "H", "H", "H", "H", "C", "C", "C", "O", "C", "O", "O", "H", "H", "H", "H", "H", "H", "C", "C", "C", "O", "C", "O", "O", "H", "H", "H", "H", "H", "H", "C", "C", "C", "O", "C", "O", "O", "H", "H", "H", "H", "H", "H", "C", "C", "C", "O", "C", "O", "O", "H", "H", "H", "H", "H", "H", "C", "C", "C", "O", "C", "O", "O", "H", "H", "H", "H", "H", "H", "C", "C", "C", "O", "C", "O", "O", "H", "H", "H", "H", "H", "H", "C", "S", "O", "C", "H", "H", "H", "H", "H", "H"], "coordinates": [[-10.573, -14.894, -5.645], [-10.352, -14.480, -7.111], [-11.602, -13.820, -7.738], [-11.200, -12.466, -7.827], [-9.897, -12.305, -7.624], [-9.314, -11.279, -7.785], [-9.345, -13.478, -7.229], [-11.214, -15.774, -5.573], [-10.990, -14.073, -5.059], [-9.664, -15.204, -5.123], [-10.093, -15.411, -7.612], [-12.578, -13.880, -7.258], [-11.803, -14.230, -8.732], [-6.327, -17.110, 3.299], [-6.717, -17.263, 1.840], [-8.136, -17.822, 1.663], [-8.747, -16.924, 0.739], [-7.924, -15.878, 0.517], [-8.180, -15.115, -0.369], [-6.854, -15.952, 1.295], [-7.159, -16.816, 3.945], [-5.574, -16.344, 3.476], [-6.016, -18.073, 3.709], [-6.034, -17.906, 1.288], [-8.657, -17.780, 2.621], [-8.149, -18.867, 1.361], [-6.010, -12.845, -7.227], [-4.641, -12.943, -7.888], [-3.820, -14.216, -7.590], [-3.542, -14.750, -8.880], [-4.181, -14.069, -9.830], [-4.159, -14.338, -10.992], [-4.840, -13.034, -9.294], [-6.589, -11.982, -7.558], [-5.828, -12.656, -6.165], [-6.672, -13.696, -7.388], [-4.048, -12.056, -7.665], [-4.334, -14.941, -6.957], [-2.895, -13.933, -7.089], [-3.183, -13.553, -1.683], [-2.568, -12.962, -2.950], [-3.431, -13.338, -4.146], [-3.405, -12.159, -4.957], [-2.983, -11.126, -4.205], [-2.935, -10.002, -4.580], [-2.595, -11.525, -2.978], [-2.605, -13.348, -0.787], [-3.249, -14.629, -1.867], [-4.209, -13.199, -1.580], [-1.566, -13.349, -3.140], [-4.469, -13.427, -3.822], [-3.119, -14.219, -4.698], [-6.355, -9.342, -6.074], [-6.760, -8.267, -5.091], [-6.912, -8.782, -3.655], [-6.533, -7.649, -2.890], [-5.826, -6.799, -3.636], [-5.223, -5.860, -3.244], [-5.776, -7.259, -4.929], [-5.796, -8.969, -6.935], [-7.227, -9.881, -6.448], [-5.675, -10.077, -5.637], [-7.722, -7.824, -5.374], [-6.401, -9.684, -3.328], [-7.991, -8.921, -3.533], [-7.956, -20.057, -2.237], [-6.580, -19.523, -2.554], [-6.570, -18.204, -3.329], [-5.578, -17.403, -2.659], [-5.328, -17.952, -1.442], [-4.599, -17.491, -0.617], [-5.993, -19.097, -1.314], [-8.643, -19.306, -1.845], [-7.858, -20.909, -1.569], [-8.455, -20.349, -3.167], [-5.957, -20.248, -3.082], [-7.521, -17.677, -3.213], [-6.215, -18.276, -4.354], [-11.723, -14.404, -1.728], [-11.277, -13.554, -0.567], [-11.677, -12.057, -0.602], [-12.297, -11.868, 0.665], [-12.478, -13.033, 1.309], [-13.057, -13.142, 2.336], [-11.913, -14.035, 0.623], [-11.045, -15.239, -1.908], [-11.701, -13.725, -2.592], [-12.735, -14.808, -1.755], [-10.209, -13.669, -0.380], [-12.452, -11.964, -1.372], [-10.890, -11.337, -0.810], [-7.912, -9.893, -0.452], [-7.506, -11.313, -0.127], [-6.440, -11.381, 0.998], [-7.065, -12.084, 2.068], [-8.325, -12.377, 1.757], [-9.187, -12.728, 2.500], [-8.580, -12.024, 0.478], [-7.127, -9.304, -0.932], [-8.171, -9.221, 0.374], [-8.816, -9.861, -1.067], [-7.109, -11.833, -0.997], [-6.109, -10.388, 1.288], [-5.629, -12.024, 0.654], [-11.356, -8.599, -3.203], [-12.098, -7.672, -2.267], [-13.357, -8.237, -1.616], [-13.243, -7.915, -0.234], [-12.015, -7.433, 0.033], [-11.665, -7.060, 1.103], [-11.278, -7.459, -1.089], [-10.340, -8.362, -3.530], [-11.861, -8.655, -4.170], [-11.212, -9.585, -2.751], [-12.191, -6.683, -2.717], [-13.453, -9.321, -1.710], [-14.313, -7.793, -1.892], [-9.058, -12.822, -2.898], [-7.478, -13.087, -3.742], [-6.578, -11.956, -3.282], [-6.881, -14.588, -2.921], [-9.777, -12.234, -3.471], [-8.976, -12.376, -1.906], [-9.546, -13.791, -2.770], [-6.667, -14.376, -1.870], [-5.950, -14.870, -3.406], [-7.612, -15.396, -2.911]], "atomic_forces_ev_per_a": [[0.283, 0.292, 0.212], [-1.081, -0.880, 1.474], [0.378, -0.451, -0.744], [-1.082, 0.578, -0.308], [0.406, 0.077, -0.187], [0.088, -0.320, 0.302], [0.090, -0.277, -0.065], [-0.325, 0.203, -0.218], [-0.184, -0.033, -0.043], [0.288, 0.184, -0.369], [0.442, 0.381, -0.576], [0.384, -0.020, 0.764], [0.332, 0.266, -0.172], [-0.153, -0.339, 0.557], [-0.784, -0.381, 1.277], [0.020, 0.072, 1.143], [-0.019, -0.722, 0.002], [-0.785, -1.267, -0.741], [0.426, 0.868, 0.532], [0.665, 0.827, -0.794], [-0.264, 0.124, -0.412], [0.325, -0.255, -0.329], [0.341, 0.076, -0.129], [0.435, 0.666, -0.215], [-0.257, 0.164, -0.120], [-0.097, 0.172, -0.618], [0.354, 0.480, 0.518], [-0.861, -0.259, 0.116], [0.053, 0.718, 0.249], [0.499, -0.821, 0.758], [-0.214, 0.391, -0.779], [-0.021, -0.011, 0.346], [-0.105, 0.347, -0.579], [0.288, 0.106, -0.279], [-0.221, -0.300, 0.085], [0.352, -0.296, 0.076], [-0.076, 0.037, -0.093], [-0.197, -0.125, -0.247], [0.167, -0.196, -0.168], [0.228, 0.114, -0.644], [-0.572, -0.678, 0.192], [-0.798, 0.651, 0.214], [0.255, -0.488, -0.392], [0.275, 0.729, -0.001], [-0.193, 0.135, -0.132], [0.122, -0.776, 0.068], [0.007, -0.043, 0.020], [0.112, -0.085, 0.332], [0.043, 0.203, 0.106], [0.288, 0.416, 0.340], [-0.018, -0.282, -0.011], [0.177, 0.118, -0.080], [0.483, -0.361, -0.335], [0.348, -1.102, 0.253], [-1.540, 0.306, -0.465], [-0.302, 0.014, 0.889], [1.113, -0.611, -1.015], [-0.232, 0.393, 0.152], [-0.110, 0.699, 0.150], [-0.301, 0.392, -0.008], [-0.068, 0.081, 0.044], [-0.100, 0.100, 0.309], [0.228, 0.274, -0.201], [0.374, 0.109, -0.327], [0.141, -0.298, 0.504], [-0.224, -0.121, -0.805], [-0.597, 0.990, -0.059], [0.271, 0.472, 0.105], [0.122, -0.202, 0.397], [0.613, 0.433, -0.302], [-0.337, 0.055, -0.285], [0.133, -0.926, 0.423], [0.413, 0.149, 0.457], [-0.263, -0.025, -0.009], [0.231, -0.412, 0.026], [0.143, -0.169, 0.481], [-0.023, -0.126, -0.380], [-0.480, -0.116, -0.087], [0.173, 0.512, -1.332], [0.232, -0.222, 0.943], [-1.120, -1.260, -0.273], [0.285, 1.050, -0.359], [0.214, -0.054, 0.194], [-0.174, -0.097, 0.159], [-0.106, -0.219, 0.066], [0.047, 0.034, 0.041], [0.164, -0.390, -0.213], [-0.110, 0.228, 0.777], [-0.014, 0.043, -0.247], [-0.025, 0.331, -0.003], [0.201, -0.084, 0.445], [-0.533, 0.847, -0.184], [0.922, 0.770, 1.220], [0.175, -0.704, -0.981], [0.289, 0.125, 0.506], [-0.919, 1.292, 0.004], [0.423, -0.771, -0.020], [-0.637, -0.343, -0.771], [0.125, -0.490, -0.385], [0.014, -0.724, 0.571], [0.201, -0.134, -0.330], [-0.407, -0.014, -0.124], [0.093, -0.130, 0.336], [0.352, 0.376, 0.185], [0.216, -0.630, -0.625], [1.246, 0.172, 0.569], [-1.011, -0.044, 0.182], [-0.088, -0.004, 0.099], [-0.278, -0.133, 0.199], [0.255, -0.032, -0.123], [0.700, 0.202, -0.285], [-0.035, 0.931, 0.604], [-0.426, -0.372, 0.226], [-0.520, -0.110, -0.069], [-0.466, -0.056, -0.071], [0.234, -0.010, -0.096], [0.217, 0.030, -0.603], [-0.585, -0.786, 0.337], [0.023, 0.834, 0.187], [-0.212, -0.834, -0.280], [-0.010, 0.459, 0.684], [0.508, 0.230, -0.403], [0.443, -0.087, -0.130], [0.306, -0.006, -0.024], [-0.035, 0.168, -0.162], [-0.157, -0.100, -0.223], [-0.045, 0.117, -0.367]], "mulliken_charge": [-1.073, 0.533, -0.593, -0.389, 0.503, -0.519, -0.113, 0.476, 0.267, 0.029, 0.299, 0.319, 0.288, -1.562, 0.653, -0.484, -0.335, 0.329, -0.069, -0.282, 0.376, 0.343, 0.404, 0.061, 0.323, 0.293, -0.843, 0.644, 0.046, -0.421, 0.507, -0.552, -0.449, 0.176, 0.011, 0.389, 0.262, 0.125, 0.099, -0.951, 0.263, 0.151, -0.139, 0.497, -0.554, -0.373, 0.426, 0.344, -0.054, 0.296, -0.653, 0.537, -0.744, 0.576, 0.664, -0.408, 0.501, -0.563, -0.451, 0.455, 0.173, -0.042, 0.292, -0.119, -0.323, -1.464, 0.462, -0.331, -0.156, 0.609, -0.558, -0.334, 0.295, 0.365, 0.416, 0.310, 0.085, 0.362, -1.585, 2.807, 0.259, -0.382, 0.471, -0.578, -0.517, 0.163, 0.275, 0.423, -1.144, 0.317, -0.393, -1.537, 1.781, -0.252, -0.392, 0.398, -0.567, 0.355, 0.544, 0.431, -0.100, -1.336, 0.307, 0.225, -0.930, 0.630, -0.399, -0.358, 0.703, -0.537, -0.360, 0.111, 0.444, -0.020, 0.316, 0.163, 0.297, 0.633, 0.709, -0.303, -1.195, 0.509, -1.207, -0.342, -0.009, 0.693, 0.548], "homo_ha": -0.3628, "gap_ev": 9.336, "mol_weight_g_mol": 996.94, "relative_energy_ev": 0.3040}

=====

{"formula": "C3H9NO2S2", "method": "ωB97M-V/def2-TZVPD", "species": ["N", "C", "C", "O", "C", "S", "S", "H", "H", "H", "H", "H", "H", "H", "H", "H", "O"], "coordinates": [[-0.124, 1.852, -0.234], [-1.152, 1.005, 0.297], [-1.886, 2.001, 1.319], [-2.520, 1.480, 2.264], [-0.787, -0.441, 0.926], [-0.542, -1.766, -0.350], [1.295, -1.510, -1.161], [0.772, 1.491, 0.205], [-0.224, 1.647, -1.156], [-1.937, 0.812, -0.516], [-1.690, 3.005, 1.215], [-1.766, -0.698, 1.311], [-0.075, -0.195, 1.850], [1.211, -0.631, -2.291], [3.359, 0.744, 0.021], [3.354, 1.392, -1.339], [3.615, 0.583, -0.857]], "atomic_forces_ev_per_a": [[1.204, -2.316, 3.645], [-1.128, 0.310, -1.354], [-2.736, -6.649, 4.987], [2.120, 2.488, -3.535], [0.559, 1.809, 1.448], [-0.226, 1.993, 0.198], [0.719, 1.036, -0.251], [-0.947, 1.132, -1.195], [1.025, 0.170, -3.788], [0.890, 0.391, 0.991], [0.266, 2.531, -0.561], [-0.111, -0.482, 0.568], [-1.054, -1.270, -2.203], [-0.663, -1.243, 1.109], [-0.292, 0.287, 1.976], [0.443, -0.485, 0.258], [-0.068, 0.296, -2.294]], "mulliken_charge": [-0.459, -0.113, -0.097, -0.397, -0.594, 0.181, -0.055, 0.253, 0.320, 0.462, 0.472, 0.360, 0.404, 0.238, 0.304, 0.326, -0.605], "homo_ha": [-0.5315, -0.5067], "s2": 0.7578, "gap_ev": [10.404, 4.659], "mol_weight_g_mol": 155.24, "relative_energy_ev": 2.7492, "total_charge": 1, "multiplicity": 2}